DFT (ωB97M-V/def2-TZVPD) results for a molecular structure, C9H4ClINOReSe4.

Total charge: +1
Gap between HOMO and LUMO (spin up / spin down) (eV): 6.057 / 5.901
HOMO level (spin up / spin down) (eV): -11.40 / -11.69
Spin multiplicity: 4

XYZ file:
```
22
C9H4ClINOReSe4 (ωB97M-V/def2-TZVPD)
Re -0.34 -1.99 -1.46
Cl 1.68 3.54 2.11
C 1.49 2.32 0.91
C 2.23 2.37 -0.24
C 2.10 1.38 -1.25
I 3.24 1.48 -2.96
C 1.20 0.37 -1.07
O 0.95 -0.64 -1.95
C 0.45 0.32 0.11
N -0.41 -0.74 0.19
C -1.17 -0.89 1.28
C -1.10 0.01 2.34
C -0.24 1.08 2.26
C 0.56 1.27 1.13
H 2.94 3.18 -0.38
H -1.84 -1.74 1.29
H -1.73 -0.15 3.20
H -0.18 1.79 3.08
Se -2.20 -1.24 -2.74
Se -3.90 -2.67 -1.95
Se -2.91 -4.70 -2.43
Se -0.80 -4.32 -1.44
```

These are the natural (NBO) partial charges, in e, on atoms 1 to 4: 1.141, 0.070, -0.007, -0.221